<i>
{"formula": "C30H84N6O9", "method": "ωB97M-V with the def2-TZVPD basis set", "total_charge": 0, "smiles": "COC[C@H](C)N.COC[C@H](C)N.COC[C@H](C)N.COC[C@H](C)N.COC[C@H](C)N.COC[C@H](C)N.CCO.CCO.CCO", "molar_mass_da": 673.03, "homo_energy_ev": -8.88, "lumo_ev": 0.523, "elements": ["C", "C", "C", "O", "C", "N", "H", "H", "H", "H", "H", "H", "H", "H", "H", "H", "H", "C", "C", "C", "O", "C", "N", "H", "H", "H", "H", "H", "H", "H", "H", "H", "H", "H", "C", "C", "C", "O", "C", "N", "H", "H", "H", "H", "H", "H", "H", "H", "H", "H", "H", "C", "C", "C", "O", "C", "N", "H", "H", "H", "H", "H", "H", "H", "H", "H", "H", "H", "C", "C", "C", "O", "C", "N", "H", "H", "H", "H", "H", "H", "H", "H", "H", "H", "H", "C", "C", "C", "O", "C", "N", "H", "H", "H", "H", "H", "H", "H", "H", "H", "H", "H", "C", "C", "O", "H", "H", "H", "H", "H", "H", "C", "C", "O", "H", "H", "H", "H", "H", "H", "C", "C", "O", "H", "H", "H", "H", "H", "H"], "positions_angstrom": [[-2.0281, 1.5806, 3.5711], [-2.0305, 2.1727, 2.2016], [-3.3257, 1.8017, 1.6195], [-3.4091, 2.1673, 0.2485], [-4.6907, 1.9625, -0.3324], [-1.8386, 3.6270, 2.2701], [-1.2193, 2.1232, 4.0823], [-1.6998, 0.5077, 3.6079], [-2.9788, 1.6942, 4.1294], [-1.2208, 1.7555, 1.5759], [-4.1532, 2.3171, 2.1899], [-3.3888, 0.7040, 1.6828], [-4.8912, 0.9359, -0.4351], [-4.6483, 2.4605, -1.2741], [-5.4771, 2.4913, 0.1944], [-2.6007, 4.0567, 2.8026], [-1.8542, 4.0671, 1.3663], [-3.0676, -2.5270, 2.2553], [-3.5077, -2.0926, 0.8239], [-3.4375, -3.3085, -0.0620], [-3.4529, -2.8990, -1.3875], [-3.0032, -4.0058, -2.1792], [-4.9126, -1.5174, 0.7441], [-3.8919, -3.1343, 2.6148], [-2.7497, -1.6908, 2.8758], [-2.2490, -3.2342, 2.2294], [-2.8160, -1.3472, 0.3814], [-4.3899, -3.8896, 0.0650], [-2.4989, -3.9220, 0.1200], [-3.5621, -4.8968, -1.8532], [-1.9296, -4.2206, -1.9026], [-3.0327, -3.8687, -3.2514], [-5.4771, -1.6383, 1.5731], [-5.4896, -2.0849, 0.1371], [0.5942, -1.9923, 6.7935], [0.6816, -1.8169, 5.2924], [1.4969, -2.9029, 4.7346], [2.8770, -2.5930, 4.9943], [3.7297, -3.6861, 4.9470], [-0.6621, -1.5706, 4.7185], [0.0197, -2.9482, 6.9099], [0.0234, -1.1897, 7.2225], [1.5591, -2.0614, 7.3012], [1.1990, -0.9253, 4.9931], [1.3073, -3.0132, 3.6739], [1.3576, -3.8781, 5.2890], [4.7274, -3.4280, 5.3022], [3.8532, -4.0162, 3.8935], [3.2282, -4.5258, 5.4534], [-1.2758, -2.4042, 4.8231], [-1.1070, -0.9238, 5.3717], [0.7546, -3.1950, -3.3380], [1.7684, -2.6474, -4.3511], [1.3469, -1.3374, -4.8365], [0.1705, -1.4952, -5.6462], [0.1906, -0.5505, -6.6796], [3.0791, -2.5418, -3.6244], [0.8122, -2.4744, -2.5106], [0.9857, -4.2192, -3.0438], [-0.2830, -3.1561, -3.7712], [1.9377, -3.3442, -5.1584], [2.1514, -1.0665, -5.5393], [1.3342, -0.5502, -4.0988], [0.3629, 0.4378, -6.2330], [-0.7380, -0.5707, -7.1943], [0.9727, -0.7962, -7.4280], [3.4773, -3.4800, -3.4824], [2.8642, -2.1327, -2.7086], [-1.0313, 2.1775, -4.4634], [-1.9462, 1.9714, -3.2973], [-2.2290, 0.4948, -3.0839], [-2.8836, 0.0108, -4.2371], [-3.4034, -1.3154, -4.1280], [-1.2597, 2.4345, -1.9937], [-0.8893, 3.2031, -4.8318], [-1.5046, 1.7186, -5.3710], [-0.0630, 1.7000, -4.2913], [-2.9466, 2.4839, -3.4105], [-2.8983, 0.3648, -2.2236], [-1.1884, 0.0969, -2.8862], [-2.6237, -2.0329, -3.8832], [-3.9307, -1.6754, -5.0166], [-4.1310, -1.3357, -3.3475], [-1.1209, 3.4449, -2.1682], [-1.8387, 2.3402, -1.1342], [1.8195, 4.1212, 0.4151], [2.9853, 3.3678, -0.1894], [2.7713, 3.2433, -1.6725], [3.7838, 2.5519, -2.2966], [3.4358, 1.9916, -3.5303], [4.2526, 4.0921, 0.0743], [2.0036, 4.3965, 1.4763], [0.9031, 3.5801, 0.3593], [1.6795, 5.0378, -0.1449], [2.8787, 2.3368, 0.1652], [2.7101, 4.1700, -2.2049], [1.8104, 2.7256, -1.8998], [3.3836, 2.7304, -4.3411], [2.4654, 1.4947, -3.4863], [4.2244, 1.2445, -3.8010], [4.9963, 3.6268, -0.4205], [4.4321, 3.9331, 1.1063], [0.1903, -1.3347, 0.8793], [-0.1619, -0.3396, -0.2539], [0.6644, 0.8421, -0.1692], [1.3081, -1.5746, 0.8268], [-0.3315, -2.2560, 0.6560], [-0.0390, -0.8823, 1.8042], [-1.2116, -0.0673, -0.1702], [-0.0382, -0.7900, -1.2258], [0.2100, 1.5561, -0.6984], [4.7137, -1.0480, 0.2588], [4.3714, -0.3965, -1.0520], [2.9809, -0.4966, -1.2457], [5.7646, -0.8769, 0.5324], [4.4223, -2.1080, 0.1731], [4.0595, -0.4593, 0.8998], [4.7321, -0.9910, -1.9221], [4.8375, 0.5909, -1.1506], [2.4613, 0.3145, -1.0235], [1.8209, 2.5767, 4.1784], [1.2636, 3.8714, 4.7304], [0.9472, 4.7432, 3.6733], [2.7031, 2.8061, 3.5416], [1.1222, 2.1975, 3.4456], [2.0378, 1.7970, 4.9290], [2.0264, 4.3774, 5.3005], [0.4118, 3.6601, 5.3346], [0.2119, 4.4100, 3.1522]], "mulliken_charge": [-1.3561, 2.4378, -0.9134, -0.3330, -0.8731, -0.4702, 0.2807, -0.0750, 0.3526, -1.1122, 0.5596, -0.1200, 0.2368, 0.2576, 0.3574, 0.2929, 0.2178, -1.6206, 2.7113, -1.3232, -0.0965, -0.9010, -0.5513, 0.5722, 0.0642, 0.4260, -1.6311, 0.3462, 0.5179, 0.3559, 0.2259, 0.3898, 0.2578, 0.2420, -1.5725, 0.4449, -0.6293, -0.2840, -0.6915, -0.3452, 0.3584, 0.4511, 0.3325, 0.0011, 0.3490, 0.3180, 0.2393, 0.2602, 0.3264, 0.2299, 0.2691, -0.5441, 0.0098, -0.0035, -0.3410, -0.7948, -0.6411, -0.2692, 0.3762, 0.1389, 0.5092, 0.4871, -0.5097, 0.2566, 0.3126, 0.3603, 0.2803, 0.1141, -1.1774, -0.1388, 1.0549, -0.5472, -0.2222, 0.1354, 0.4980, 0.3474, -0.0774, 0.2815, 0.0731, -0.6006, -0.3781, 0.3720, 0.4246, 0.2860, -0.1404, -1.1397, 1.2655, -0.2636, -0.4059, -0.5543, -0.7842, 0.2954, -0.0311, 0.3887, -0.2411, 0.7128, -0.5408, 0.3574, 0.0315, 0.2550, 0.3289, 0.3298, -1.2800, 2.0323, 0.1842, 0.2111, 0.4156, 0.2804, -0.4040, -1.0761, -0.2354, -1.0895, -0.3204, 0.3956, 0.3738, 0.2475, 0.1745, 0.3522, 0.2587, -0.2470, -0.1901, -0.5095, -0.5708, 0.2142, -0.2637, 0.3424, 0.3879, 0.2936, 0.3019]}

---

<ii>
{"formula": "C30H84N6O9", "method": "ωB97M-V with the def2-TZVPD basis set", "total_charge": 0, "smiles": "COC[C@H](C)N.COC[C@H](C)N.COC[C@H](C)N.COC[C@H](C)N.COC[C@H](C)N.COC[C@H](C)N.CCO.CCO.CCO", "molar_mass_da": 673.03, "homo_energy_ev": -8.69, "lumo_ev": 0.659, "elements": ["C", "C", "C", "O", "C", "N", "H", "H", "H", "H", "H", "H", "H", "H", "H", "H", "H", "C", "C", "C", "O", "C", "N", "H", "H", "H", "H", "H", "H", "H", "H", "H", "H", "H", "C", "C", "C", "O", "C", "N", "H", "H", "H", "H", "H", "H", "H", "H", "H", "H", "H", "C", "C", "C", "O", "C", "N", "H", "H", "H", "H", "H", "H", "H", "H", "H", "H", "H", "C", "C", "C", "O", "C", "N", "H", "H", "H", "H", "H", "H", "H", "H", "H", "H", "H", "C", "C", "C", "O", "C", "N", "H", "H", "H", "H", "H", "H", "H", "H", "H", "H", "H", "C", "C", "O", "H", "H", "H", "H", "H", "H", "C", "C", "O", "H", "H", "H", "H", "H", "H", "C", "C", "O", "H", "H", "H", "H", "H", "H"], "positions_angstrom": [[3.1751, -1.1929, -0.8558], [3.0169, -2.6510, -1.3152], [3.8957, -2.9747, -2.4974], [3.5108, -2.2006, -3.6131], [4.3345, -2.3316, -4.7352], [3.3925, -3.5249, -0.1946], [2.2034, -0.7630, -0.6131], [3.6077, -0.6108, -1.6753], [3.8205, -1.0530, 0.0098], [1.9722, -2.7610, -1.6380], [3.8296, -4.0470, -2.7484], [4.9577, -2.8066, -2.2611], [5.3216, -1.8741, -4.6002], [3.8628, -1.8163, -5.5754], [4.4247, -3.3872, -5.0262], [3.0403, -4.4681, -0.3607], [2.8540, -3.2352, 0.6378], [-0.2346, 0.1273, 5.6527], [0.1838, 1.4745, 6.2562], [1.1439, 2.1760, 5.3119], [1.8153, 3.2447, 5.9505], [2.5891, 3.9790, 5.0315], [-1.0699, 2.2613, 6.4543], [-0.8721, -0.3967, 6.3681], [0.6599, -0.4664, 5.4603], [-0.7831, 0.2309, 4.7173], [0.7377, 1.2850, 7.1846], [0.5708, 2.5387, 4.4515], [1.9097, 1.4468, 5.0084], [1.9407, 4.4974, 4.3196], [3.2360, 3.3063, 4.4507], [3.2343, 4.6400, 5.6009], [-0.9077, 2.9453, 7.1965], [-1.6594, 1.5761, 6.9327], [-0.9748, -2.6453, -0.9754], [-2.4604, -2.6282, -0.5597], [-2.6895, -1.7490, 0.6425], [-1.8713, -2.1467, 1.7258], [-2.1348, -1.4313, 2.9124], [-3.3174, -2.0885, -1.6208], [-0.6281, -1.6084, -0.9990], [-0.8666, -3.0647, -1.9749], [-0.3877, -3.2110, -0.2504], [-2.8019, -3.6535, -0.3982], [-3.7508, -1.8147, 0.9231], [-2.4598, -0.6978, 0.4101], [-1.7822, -2.0470, 3.7377], [-3.2229, -1.3779, 3.0459], [-1.6683, -0.4466, 2.8848], [-2.9842, -1.1676, -1.9071], [-3.2471, -2.6523, -2.4605], [-1.6302, -1.9779, -7.8519], [-0.9984, -0.6311, -7.5202], [0.1609, -0.7728, -6.5259], [-0.3364, -0.8769, -5.2150], [0.6786, -1.0682, -4.2447], [-0.5497, -0.0165, -8.7751], [-2.3780, -1.8371, -8.6324], [-2.1792, -2.3292, -6.9726], [-0.9133, -2.7280, -8.1844], [-1.7575, -0.0048, -7.0506], [0.8879, 0.0381, -6.6778], [0.7375, -1.6857, -6.7469], [1.2493, -0.1401, -4.1025], [1.3918, -1.8573, -4.4974], [0.2639, -1.3532, -3.2782], [-0.0656, 0.8595, -8.5636], [0.1822, -0.5649, -9.2245], [-0.9952, 4.7651, 3.1658], [-2.2161, 3.8595, 2.9761], [-2.7021, 3.8912, 1.5467], [-3.8845, 3.1669, 1.4521], [-4.3341, 2.9987, 0.1108], [-1.8625, 2.4983, 3.3813], [-0.1254, 4.2905, 2.7079], [-0.8204, 4.8830, 4.2368], [-1.1290, 5.7629, 2.7459], [-3.0393, 4.2677, 3.5822], [-1.8953, 3.5305, 0.8853], [-2.8043, 4.9423, 1.2362], [-3.5101, 2.6643, -0.5211], [-4.7572, 3.9508, -0.2095], [-5.0883, 2.2197, 0.1599], [-2.7111, 1.9445, 3.2176], [-1.7619, 2.4203, 4.3990], [1.9974, -1.3914, 3.0338], [2.0752, -2.8903, 3.1988], [1.6284, -3.3853, 4.5520], [1.9084, -4.7755, 4.5980], [1.5476, -5.3983, 5.8256], [1.2940, -3.4825, 2.0887], [2.5274, -0.8683, 3.8375], [0.9656, -1.0326, 3.0531], [2.4238, -1.0097, 2.1100], [3.0774, -3.2582, 2.9629], [0.5969, -3.1239, 4.8266], [2.2429, -2.9512, 5.3639], [0.4687, -5.5389, 5.8690], [1.9169, -4.7823, 6.6599], [2.1679, -6.2917, 5.8673], [1.2416, -4.4902, 2.1819], [0.3623, -3.0900, 1.9871], [-4.6813, 0.6791, -3.7602], [-3.4313, 0.2590, -4.5114], [-2.3605, 0.0647, -3.5882], [-5.5005, 0.8294, -4.4634], [-4.5010, 1.5964, -3.1997], [-4.9436, -0.1328, -3.0806], [-3.1476, 0.9833, -5.2869], [-3.6472, -0.7139, -4.9857], [-1.5804, -0.2365, -4.1163], [1.7462, 3.9146, -2.0128], [2.7888, 4.9048, -2.4809], [2.2101, 5.7891, -3.4390], [2.0709, 3.2802, -1.1856], [1.4859, 3.2050, -2.8083], [0.7685, 4.3441, -1.7888], [3.6162, 4.3849, -2.9710], [3.2604, 5.4202, -1.6398], [2.1817, 6.6757, -3.0723], [-0.1697, 1.0975, -0.4382], [-0.3009, 0.5443, 0.9773], [0.3294, 1.3534, 1.9728], [-0.7278, 2.0382, -0.5006], [-0.6905, 0.4648, -1.1613], [0.8723, 1.2953, -0.6736], [0.1035, -0.4730, 1.0073], [-1.3502, 0.5596, 1.3030], [-0.4174, 1.7855, 2.4575]], "mulliken_charge": [-1.4216, 1.7011, -1.2903, -0.0915, -0.8724, -0.9261, -0.0468, 0.4399, 0.4703, -0.2311, 0.4042, 0.3658, 0.3117, 0.1780, 0.3898, 0.3303, 0.2065, -0.8706, 0.1169, 0.2681, -0.4687, -0.5980, -0.6202, 0.5312, 0.0120, 0.0182, 0.4260, -0.2880, 0.2446, 0.1690, 0.2839, 0.2792, 0.2663, 0.2098, -0.0162, -0.3205, -0.2527, -0.3112, -0.2864, -0.6025, -0.6104, 0.6961, 0.0867, 0.4091, 0.5431, -0.2255, 0.1180, 0.4657, -0.1178, 0.1572, 0.3324, -1.4488, 0.9345, -0.7494, -0.3201, -0.2475, -0.7842, 0.4070, 0.2882, 0.3491, -0.0717, 0.3785, 0.2130, 0.2962, 0.4326, -0.4451, 0.2678, 0.2734, -1.3613, 0.2819, -0.3748, -0.3703, -0.6808, -0.3842, 0.1133, 0.3241, 0.5724, 0.4997, -0.1257, 0.4754, 0.2004, 0.3542, 0.2977, 0.3349, 0.0743, -0.3289, 0.6004, -1.0061, -0.3756, -0.7966, -0.3709, 0.4829, -0.2454, -0.1691, 0.3965, 0.3492, 0.4760, 0.2788, 0.3218, 0.2761, 0.2466, -0.0569, -1.3991, -0.0330, -0.2931, 0.4176, 0.2291, 0.3558, 0.3306, 0.2044, 0.4529, -0.6285, -0.4407, -0.5180, 0.2663, 0.1939, 0.2676, 0.2319, 0.3421, 0.2977, -0.5858, 1.2839, -0.6416, 0.0361, -0.3350, 0.0150, -0.1838, 0.1754, -0.0881]}

---

Consider the structures shown above. The least stable of them is <i>.